Record 1
C28H27CrN3SSi as an isolated structure in a non-equilibrium geometry. Source: the Open Molecules 2025 dataset; level of theory: ωB97M-V with the def2-TZVPD basis set.

CARTESIAN COORDINATES (ANGSTROEM)
H 2.892 -4.151 3.069
C 3.253 -3.317 1.111
C -4.030 3.199 3.422
C -1.676 4.448 2.721
S 2.032 3.795 -2.011
C 1.482 4.506 -0.528
C -2.953 2.403 3.019
H 4.939 -0.125 -5.257
C 4.318 -0.977 -4.965
C 3.767 -1.798 -5.953
C 0.797 3.576 0.222
H -4.803 5.190 3.745
C 3.657 -5.952 0.274
H -0.218 5.752 1.800
C 3.322 -5.688 1.606
C 2.901 -2.832 -5.581
H 3.976 -1.610 -7.006
C -0.046 3.693 1.371
C -1.651 -0.842 -0.238
Cr -0.274 1.002 0.636
C -0.605 -1.680 0.243
C -0.315 -1.320 1.592
C 2.652 -3.085 -4.231
H 3.151 -2.285 1.448
N -0.777 2.609 1.743
H 3.195 -6.506 2.314
H 4.486 -0.545 -2.856
H 1.978 -3.898 -3.951
C 2.271 -0.639 -0.716
H 3.130 -0.422 -0.074
Si 2.557 -2.516 -1.514
C 1.249 2.312 -1.622
H 1.342 -0.513 -0.152
H -3.017 1.318 3.014
C 3.399 -3.593 -0.264
H 1.089 -3.295 -1.845
H 3.792 -6.984 -0.056
H 4.107 -5.098 -1.662
C -1.281 -0.348 2.019
N 0.696 2.316 -0.394
C 3.214 -2.270 -3.226
C 3.780 -4.898 -0.639
C -2.728 5.251 3.131
C 4.052 -1.209 -3.610
C -2.146 -0.060 0.867
H 0.410 -1.796 2.248
H 1.160 1.483 -2.318
H -2.599 6.336 3.169
C -3.929 4.601 3.463
H 2.406 -3.432 -6.344
H 1.701 -3.916 -1.921
N -0.568 4.809 1.947
C 3.145 -4.368 2.029
H 1.631 5.535 -0.224
H -0.157 -2.517 -0.298
H 2.308 0.072 -1.540
H -2.129 -0.892 -1.216
C -1.785 3.048 2.609
H -3.086 0.489 0.899
H -4.975 2.723 3.694
H -1.475 -0.039 3.044

spin multiplicity = 5
highest occupied orbital energy (spin up / spin down) = -5.1 / -5.0 eV
frontier orbital gap (spin up / spin down) = 4.975 / 4.953 eV
energy relative to the best compared isomer or geometry (same formula, charge and spin) = 350.4 kJ/mol

Record 2
One molecule with the formula C10H11ClO2Si in a non-equilibrium geometry. Source: the Open Molecules 2025 dataset; level of theory: ωB97M-V with the def2-TZVPD basis set.

CARTESIAN COORDINATES (ANGSTROEM)
H -1.773 3.694 0.046
C 2.732 2.210 -0.730
H -3.011 0.302 -1.696
H -3.110 1.628 1.059
C -1.560 0.325 0.005
Cl 4.275 2.239 0.190
H 2.993 2.030 -1.772
C 3.020 -2.979 0.105
O 3.447 -1.057 -0.927
H 2.282 3.195 -0.646
C -1.559 2.641 -0.016
C 3.802 -2.340 -0.811
H 4.611 -2.687 -1.424
C 2.120 -2.005 0.583
C -2.706 -0.375 -0.905
O -0.440 2.310 -0.713
C -0.195 0.930 -0.517
Si 1.600 0.840 -0.048
C -2.198 1.598 0.498
C 2.412 -0.839 -0.079
H -3.539 -0.574 -0.242
H 3.080 -4.007 0.399
H -2.333 -1.299 -1.333
H -1.338 -0.393 0.797
H 1.353 -2.133 1.319

structure (SMILES) = C[C@@H]1C=CO/C1=[Si](\CCl)c1ccco1
highest occupied orbital energy (spin up / spin down) = -7.4 / -7.4 eV
frontier orbital gap (spin up / spin down) = 7.166 / 7.166 eV
energy relative to the best compared isomer or geometry (same formula, charge and spin) = 144.3 kJ/mol

Record 3
A 2-piece molecular cluster, C33H49BrFIN4O5P overall in a non-equilibrium geometry. Source: the Open Molecules 2025 dataset; level of theory: ωB97M-V with the def2-TZVPD basis set.

CARTESIAN COORDINATES (ANGSTROEM)
H 0.124 -1.966 -0.374
H -2.342 0.279 -1.469
Br 2.902 1.513 2.982
H 0.431 1.086 3.447
C 1.483 -1.732 3.681
H -0.857 2.871 -0.352
P 3.666 0.347 -0.557
H 1.419 -3.925 1.706
C -3.339 2.166 -0.399
H -4.028 -0.638 0.244
N 0.615 1.510 1.338
H 2.207 -1.016 4.308
C -1.338 -0.980 2.909
C -0.118 5.794 -4.996
N 6.524 -3.391 1.677
C 1.009 0.833 0.011
H 2.099 -2.741 3.511
H 1.162 -1.689 -6.582
I -1.209 -4.394 0.828
H 0.879 5.658 -4.569
C -3.945 -0.121 3.282
O 4.987 0.680 0.514
H -2.671 -2.512 5.368
H -2.395 0.753 1.873
C 1.830 0.287 -5.163
H -3.458 -3.336 3.183
C -3.348 -1.554 5.576
H -0.191 5.166 -5.892
H -1.467 4.379 -4.062
H 6.631 -2.178 3.643
H 5.637 1.354 0.143
H 3.329 2.643 -0.560
H -2.133 -1.137 0.171
H -4.066 -1.888 6.469
H 1.770 -2.393 -1.078
H -3.652 0.779 4.007
H 6.111 -4.392 -0.312
H -0.126 7.456 -6.380
H -0.934 -1.552 -2.228
C 5.648 -3.632 0.486
C -3.123 -1.135 0.839
C 1.118 0.738 2.534
C -2.724 -0.341 2.221
C -2.313 1.447 -1.476
H -3.410 -2.260 0.975
H -3.774 3.123 -0.965
C -1.922 7.267 -5.212
C -1.227 5.446 -4.038
C 1.999 -1.305 0.972
H -4.882 0.256 2.658
C 5.973 -2.437 2.681
O -2.650 8.141 -5.652
C 4.503 -1.772 2.483
C -4.325 -1.387 4.235
N 2.157 -0.107 0.092
F -0.585 2.976 -2.469
H 0.637 -2.022 4.424
C -4.473 -2.833 3.479
C 3.454 -1.990 1.224
H -5.404 -1.149 4.689
H -2.802 2.552 0.582
H 0.017 7.929 -4.650
H -5.190 -3.598 4.047
C -0.159 -1.008 -2.954
C 0.950 -3.858 0.621
C 1.093 -0.923 2.330
H -0.419 1.556 1.446
C -0.430 7.225 -5.357
H -5.035 -2.611 2.449
H 3.683 -3.359 -0.885
H 2.153 2.053 -3.552
H 1.709 -4.630 -1.387
C 4.181 -3.030 0.121
H -1.719 -2.031 3.338
H 4.163 -1.055 3.374
H -0.992 5.733 -3.008
H 2.597 -5.475 0.107
H -2.723 -0.594 5.818
H -4.251 1.504 -0.084
H 2.523 0.742 -6.016
C 1.556 -5.111 -0.310
C 1.064 -1.132 -5.557
O -0.280 -1.255 2.002
H -1.134 -0.336 3.861
C 1.190 -2.381 -0.031
O 3.424 1.957 -1.284
H 0.803 -6.028 -0.362
C -0.842 2.123 -1.248
N 0.312 1.099 -1.175
H -0.502 -2.765 -4.675
C 0.076 -1.757 -4.405
C 1.580 1.024 -3.700
C 0.597 0.417 -2.505
O -2.355 6.202 -4.476
H -2.711 1.774 -2.553

total charge = +1
highest occupied orbital energy = -11.2 eV
frontier orbital gap = 7.021 eV

Record 4
C4H6O as an isolated structure in a non-equilibrium geometry. Source: the Open Molecules 2025 dataset; level of theory: ωB97M-V with the def2-TZVPD basis set.

CARTESIAN COORDINATES (ANGSTROEM)
H -1.304 -1.117 -0.750
C 1.380 -0.143 -0.034
C -1.220 -0.328 -0.017
H 2.303 0.429 0.158
H 1.637 -1.201 -0.132
H -0.807 1.796 -0.478
H -0.450 -0.754 1.213
O 0.700 0.445 -1.167
H -2.090 -0.117 0.605
C 0.234 0.177 0.924
C -0.382 0.813 -0.321

highest occupied orbital energy = -8.6 eV
frontier orbital gap = 9.606 eV
energy relative to the best compared isomer or geometry (same formula, charge and spin) = 404.8 kJ/mol

Record 5
One molecule with the formula BH3OS in a non-equilibrium geometry. Source: the Open Molecules 2025 dataset; level of theory: ωB97M-V with the def2-TZVPD basis set.

CARTESIAN COORDINATES (ANGSTROEM)
H -0.451 1.268 0.135
H 2.085 0.771 0.399
B -0.104 0.024 0.002
O -1.094 -0.937 -0.304
S 1.514 -0.404 -0.150
H -1.950 -0.723 -0.082

structure (SMILES) = OBS
highest occupied orbital energy = -10.3 eV
frontier orbital gap = 10.753 eV
energy relative to the best compared isomer or geometry (same formula, charge and spin) = 23.4 kJ/mol

Record 6
C14H23N5O3PRh as an isolated structure in a non-equilibrium geometry. Source: the Open Molecules 2025 dataset; level of theory: ωB97M-V with the def2-TZVPD basis set.

CARTESIAN COORDINATES (ANGSTROEM)
C -4.024 1.488 -1.158
H -4.282 3.418 -2.055
C 1.018 1.756 0.329
H -5.045 1.404 -0.807
C -3.129 0.454 -0.906
P 0.802 -0.073 0.396
H -0.411 1.616 -2.295
C -3.601 2.604 -1.851
H 3.545 0.249 3.374
O -0.144 -3.969 -0.028
C 0.473 -0.315 2.187
H 0.061 2.251 0.511
C -2.279 2.656 -2.284
H 2.828 -1.273 2.829
H -2.921 -2.435 0.607
H 0.547 2.222 2.863
H 2.978 -0.434 -0.685
O -2.594 -1.716 0.054
C -3.636 -0.764 -0.182
H -4.426 -1.225 -0.782
N 0.509 -1.141 -2.574
H 3.630 1.770 0.085
H 1.313 -0.526 -2.524
H 1.369 2.068 -0.659
C 1.539 1.803 2.690
C -0.190 -5.063 -0.435
C 3.302 1.544 1.101
H -0.107 -3.164 -2.654
H -0.511 0.086 2.444
H -4.069 -0.442 0.768
N 1.989 2.147 1.339
N 3.323 0.095 1.314
H 2.231 2.256 3.400
C -1.450 1.598 -1.991
C 0.581 -2.471 -2.200
C 2.555 -0.623 0.306
O -0.220 -6.132 -0.858
C 2.842 -0.194 2.669
H 4.010 1.993 1.797
Rh -0.577 -1.163 -0.876
H 2.611 -1.698 0.494
H 0.472 -1.383 2.420
N 1.516 0.362 2.941
H 1.439 -2.795 -1.639
N -1.859 0.508 -1.319
H -0.113 -0.858 -3.327
H -1.895 3.505 -2.830

total charge = +2
highest occupied orbital energy = -14.4 eV
frontier orbital gap = 6.825 eV
energy relative to the best compared isomer or geometry (same formula, charge and spin) = 22.9 kJ/mol

Record 7
One molecule with the formula C5H7F3 in a non-equilibrium geometry. Source: the Open Molecules 2025 dataset; level of theory: ωB97M-V with the def2-TZVPD basis set.

CARTESIAN COORDINATES (ANGSTROEM)
H -2.094 -0.200 1.894
C 0.412 -0.157 -0.296
C -2.007 0.246 0.833
C 1.305 -0.949 0.579
C 0.850 1.122 -0.985
F -1.699 -0.263 -1.487
C -1.078 -0.464 -0.231
H 1.823 -1.736 -0.050
F -1.229 -1.796 -0.084
H 0.995 1.811 -0.121
H -0.001 1.447 -1.603
H 2.030 -0.222 0.893
H 0.761 -1.564 1.353
H 1.821 1.093 -1.629
F -1.889 1.633 0.935

highest occupied orbital energy (spin up / spin down) = -9.4 / -8.2 eV
frontier orbital gap (spin up / spin down) = 9.505 / 7.768 eV
energy relative to the best compared isomer or geometry (same formula, charge and spin) = 303.4 kJ/mol

Record 8
One molecule with the formula CH2N4O2 in a non-equilibrium geometry. Source: the Open Molecules 2025 dataset; level of theory: ωB97M-V with the def2-TZVPD basis set.

CARTESIAN COORDINATES (ANGSTROEM)
N -0.393 -2.262 -0.911
O 0.412 -1.279 -0.192
H 0.381 2.208 1.837
N -0.886 -1.546 -1.730
C 0.070 -0.054 -0.474
H 0.404 0.660 1.745
N 0.748 1.378 1.233
O -0.842 -0.235 -1.441
N 0.105 1.131 -0.066

structure (SMILES) = NN=c1onno1
highest occupied orbital energy = -9.2 eV
frontier orbital gap = 9.204 eV
energy relative to the best compared isomer or geometry (same formula, charge and spin) = 467.9 kJ/mol